1.
C2H3BI2N3O2 | wB97M-V/def2-TZVPD

XYZ file:
```
13
Properties=species:S:1:pos:R:3:forces:R:3
O 2.33273 -0.98354 0.93072 0.0 -0.2 -0.6
B 1.87797 -0.11846 -0.00860 -0.1 -0.1 0.1
O 2.69864 0.62209 -0.77415 0.2 0.2 0.6
C 0.27797 -0.01807 -0.17581 0.1 0.1 -0.2
N -0.38228 -0.13166 -1.29414 0.0 0.1 0.0
N -1.70088 -0.02081 -0.95855 0.2 -0.1 -0.2
I -3.10140 -0.16761 -2.43133 0.0 0.0 0.1
C -1.84841 0.16385 0.34265 -0.6 0.1 0.0
I -3.60723 0.42253 1.35281 0.1 0.0 0.0
N -0.61649 0.16419 0.85197 0.2 -0.1 0.2
H 1.78486 -1.77321 0.99375 0.0 -0.1 0.5
H 2.66882 1.57588 -0.65723 -0.1 0.1 -0.5
H -0.38431 0.26482 1.82791 0.0 0.0 0.1
```
Forces are in eV/Å.

Its total charge is +1. The energy is -27560.395 eV. Its structure (SMILES) is OB(O)c1nn(I)c(I)[nH+]1.

Atom charges from the Mulliken analysis, given in e for atoms 1 to 2: -0.4395 0.4284

2.
C5H8O | wB97M-V/def2-TZVPD

XYZ file:
```
14
Properties=species:S:1:pos:R:3:forces:R:3
C -2.10410 -0.78164 0.00821 -1.1 2.5 0.9
C -1.79303 0.49451 0.41036 -1.5 -1.5 0.2
C -0.47913 1.06070 0.36908 5.3 -1.5 -0.5
C 0.71398 0.32248 0.27360 -1.7 -3.6 -1.6
C 2.08781 0.24977 -0.45871 -1.2 3.7 0.1
O 0.61464 -1.09468 0.58618 -0.8 0.5 0.1
H -3.18739 -1.14422 0.12694 2.1 0.3 -0.5
H -1.24650 -1.27519 -0.41348 -0.7 -1.0 0.0
H -2.57599 1.16036 0.75854 -0.1 -0.1 0.1
H -0.14259 2.07590 0.43905 -1.1 1.0 -0.4
H 2.15331 -0.57896 -1.12277 -0.6 -0.8 -0.6
H 2.77554 0.02224 0.32819 1.0 0.5 0.2
H 2.26881 1.13511 -1.14191 0.4 -0.6 1.3
H 0.91464 -1.64639 -0.16328 -0.1 0.6 0.6
```
Forces are in eV/Å.

The energy is -7358.954 eV. Its structure (SMILES) is C=C/C=C(/C)O.

Atom charges from the Mulliken analysis, given in e for atoms 1 to 2: -0.5664 -0.1618

3.
C3H11N3O | wB97M-V/def2-TZVPD

XYZ file:
```
18
Properties=species:S:1:pos:R:3:forces:R:3
C -0.62204 -0.46640 1.69188 0.1 -0.2 0.1
N 0.21464 -0.02928 0.58619 2.1 -1.3 -0.5
N 1.38776 -0.99634 0.30645 -0.8 1.6 1.2
N 0.67258 1.28035 0.82639 0.1 0.0 0.2
H -0.03615 -0.58673 2.61270 0.0 0.0 0.0
H -1.39985 0.27482 1.87262 0.1 0.0 -0.1
H -1.07351 -1.41896 1.42131 0.0 0.0 0.0
H 1.51483 -1.60484 1.11503 -0.2 0.3 0.0
H 1.17482 -1.60790 -0.48456 -0.8 0.5 0.0
H 1.29224 1.54328 0.06570 -0.1 -0.1 0.1
H 1.21779 1.32251 1.68976 0.0 -0.1 -0.1
C -0.35826 0.83487 -1.98292 0.2 -0.1 0.3
C -0.85288 -0.29286 -1.11121 -0.4 -1.1 -0.9
O -0.55536 -1.47548 -1.33826 -0.4 0.4 -0.3
H 0.68124 0.66885 -2.25758 0.1 0.0 -0.1
H -0.96053 0.83239 -2.89145 0.0 0.0 0.0
H -0.47128 1.79424 -1.48618 0.0 0.1 0.0
H -1.82604 -0.07253 -0.63586 0.1 0.1 0.3
```
Forces are in eV/Å.

The energy is -9804.540 eV. Its structure (SMILES) is CN(N)N.CC=O.

Atom charges from the Mulliken analysis, given in e for atoms 1 to 2: -1.0401 0.4434

4.
F14K3N7O28S14 | wB97M-V/def2-TZVPD

XYZ file:
```
66
Properties=species:S:1:pos:R:3:forces:R:3
K -2.97851 -2.75665 -3.75199 1.3 0.1 0.6
K -4.02674 1.13624 0.27755 0.3 0.6 0.4
K 2.92016 3.14157 1.37559 -0.5 -1.3 -0.2
N 1.30141 -1.77013 4.27847 -2.7 4.4 1.0
S 1.41441 -0.02499 4.42027 -4.5 1.6 -2.8
O 1.93409 0.79960 3.28040 -0.8 -2.1 3.3
O 1.64109 0.32066 5.77299 0.3 0.7 0.4
F -0.22620 0.19286 4.19879 2.1 -0.3 0.5
S 2.72656 -1.82754 3.85842 8.6 -2.9 -3.3
O 3.75832 -1.32527 4.79904 -1.7 -0.4 -0.7
O 3.06244 -1.59215 2.47060 -0.7 0.1 1.1
F 2.92061 -3.38867 3.93972 -0.2 -0.9 0.6
N -2.70748 5.99345 -1.63233 -1.8 -3.2 -4.4
S -3.83834 5.06688 -2.50481 4.0 -3.3 -2.3
O -4.92014 5.68892 -3.18927 -0.6 0.7 0.6
O -3.99375 3.70859 -2.01634 -0.3 1.8 -0.2
F -2.76786 4.89803 -3.70680 -0.6 -0.2 0.2
S -3.69073 6.47981 -0.62197 -0.9 5.5 7.2
O -4.43264 5.48133 0.16970 0.4 1.9 -1.9
O -4.21100 7.85921 -0.84273 -0.6 -3.0 -0.1
F -2.49328 6.92989 0.35661 0.0 -0.2 1.0
N 2.48376 -3.65367 -3.52275 -3.1 2.5 -2.6
S 1.17005 -3.08894 -4.44402 0.2 6.1 -1.3
O -0.15382 -3.63464 -4.31635 0.0 -0.6 0.7
O 1.44284 -2.64316 -5.82272 0.3 -1.0 2.1
F 1.08515 -1.69305 -3.67589 -0.1 -1.0 -0.2
S 2.31923 -5.05028 -4.12510 1.9 -6.2 -0.4
O 2.38222 -5.27892 -5.58459 -0.3 0.6 2.2
O 1.39837 -5.85254 -3.36611 0.2 -0.2 -0.9
F 3.74678 -5.56990 -3.64949 0.4 -0.3 0.0
N -1.53081 -4.57770 1.21775 -2.7 4.7 -4.1
S -0.59334 -5.70261 0.98742 8.0 -5.5 3.9
O 0.81853 -5.43726 1.33182 -2.5 -0.3 -1.2
O -0.79575 -6.63425 -0.08472 -0.8 0.2 -0.1
F -0.97078 -6.51801 2.38208 -0.8 0.0 -0.8
S -1.21057 -3.84745 -0.38561 -0.2 3.7 -0.9
O -2.04049 -4.20497 -1.55042 0.1 -0.2 2.0
O 0.16180 -3.53831 -0.67732 -1.4 -1.1 0.6
F -1.79900 -2.35635 -0.03856 -0.2 -1.5 0.2
N 4.65883 -0.70884 -1.36694 -5.5 2.1 -4.1
S 5.42287 0.03065 -0.34830 7.0 -2.0 7.2
O 4.72595 0.50657 0.84372 1.0 1.1 -1.7
O 6.62409 0.62849 -0.90081 -0.7 1.2 1.1
F 6.11378 -1.31079 0.30843 -0.2 0.4 -0.3
S 3.82301 0.81724 -1.75431 -5.4 0.0 -3.9
O 4.61803 1.83385 -2.46077 -1.0 -2.1 1.0
O 2.75906 1.34812 -0.88523 2.7 -0.6 -0.4
F 2.74322 0.13796 -2.87173 2.6 0.8 1.1
N -1.64313 1.02096 -0.59024 2.9 -0.7 2.8
S -1.08924 0.69683 -1.96130 -2.8 0.7 -9.6
O -1.46752 -0.61874 -2.57693 2.1 1.6 1.8
O -0.04119 1.59851 -2.47176 -1.0 -2.8 1.4
F -2.37901 1.43516 -2.73485 -0.2 0.4 0.3
S -0.19593 0.70099 0.19142 1.4 -0.6 6.2
O 0.39979 1.89074 0.83354 -1.2 -2.3 -2.0
O 0.62016 -0.38483 -0.31994 -1.3 2.1 -0.6
F -0.88797 -0.09094 1.44064 0.3 1.2 -0.9
N -3.42074 3.23485 3.75489 2.8 5.7 -3.8
S -3.16914 1.89731 4.27810 -1.4 -7.3 4.8
O -2.60820 1.69822 5.61340 -0.2 0.6 -2.3
O -2.95353 0.91663 3.24232 0.5 -0.1 0.2
F -4.73491 1.70907 4.60226 -0.9 -0.8 0.5
S -2.06155 3.51394 2.81537 1.7 3.5 -2.0
O -2.11829 3.30107 1.35002 -0.8 -0.5 3.4
O -0.76381 3.35405 3.47639 -2.4 -0.4 -0.8
F -2.28119 5.11328 2.88525 0.1 -0.5 -0.1
```
Forces are in eV/Å.

Its total charge is -4. The energy is -306463.738 eV.

Atom charges from the Mulliken analysis, given in e for atoms 1 to 2: 0.9976 0.8890

5.
C25H28F5IN5O3S | wB97M-V/def2-TZVPD

XYZ file:
```
68
Properties=species:S:1:pos:R:3:forces:R:3
O 4.64180 0.10647 -1.14027 -1.3 3.5 -1.9
S 4.79664 1.52764 -1.65090 4.5 -5.1 2.3
O 6.21602 1.91992 -1.39199 -4.1 0.9 -1.4
O 4.51105 1.49485 -3.30517 -0.4 0.4 1.8
C 3.55499 2.55734 -0.71591 -0.9 1.5 -1.0
C 2.27085 2.99115 -1.62605 1.3 -0.5 0.7
C 1.48840 1.64544 -1.94996 1.7 -0.2 1.6
N 0.24480 1.78894 -2.78924 -0.8 -0.5 0.8
I 0.42704 3.03779 -4.44257 0.7 0.4 -0.9
C -0.98180 2.20118 -2.02744 -2.7 1.5 -0.2
F -1.89964 2.69085 -2.99475 1.6 -1.3 2.2
F -0.78564 3.23933 -1.12892 0.2 -2.5 -1.9
C -1.75315 0.98588 -1.31721 -2.4 -0.4 2.0
F -2.97529 1.51489 -0.86172 3.1 -1.0 -1.1
F -1.09034 0.52680 -0.17599 -1.0 0.8 -2.8
F -2.06708 -0.05302 -2.18240 1.3 2.2 1.6
H 4.16915 0.60313 -3.55312 0.5 0.5 0.5
H 4.11307 3.51885 -0.43556 -0.7 -1.6 -0.3
H 3.19874 1.96778 0.18320 1.0 0.5 -1.1
H 2.73098 3.50603 -2.53382 -1.1 -0.7 1.1
H 1.69044 3.71859 -0.95621 0.6 -1.1 -1.3
H 2.14670 0.87096 -2.47422 -1.0 1.2 0.7
H 1.21859 1.16272 -0.94117 0.0 0.6 -1.6
H 0.03766 0.83588 -3.17035 0.1 0.6 0.3
N 1.38472 -1.84352 -1.70318 -0.2 -0.1 0.2
C 0.35019 -2.32712 -0.99479 0.3 0.2 -0.2
C 0.38056 -3.53128 -0.31308 0.1 0.0 0.0
C 1.54405 -4.28521 -0.36492 0.0 -0.1 0.0
C 2.62637 -3.80909 -1.09044 -0.1 0.0 0.1
C 2.49720 -2.59123 -1.73609 -0.2 0.4 -0.2
H -0.53628 -1.70435 -0.98543 0.0 -0.2 0.1
H -0.48260 -3.87146 0.24454 0.0 0.0 0.0
H 1.60688 -5.23419 0.15523 0.0 0.1 0.0
H 3.54940 -4.37131 -1.15276 0.0 0.1 0.0
H 3.31668 -2.17573 -2.31290 0.0 -0.1 0.1
N -7.01325 1.79562 -0.76058 0.0 -0.3 0.4
C -5.91659 1.17458 -0.30078 -0.4 0.3 -0.2
C -5.90888 0.33992 0.80521 -0.1 0.1 -0.1
C -7.10306 0.13538 1.48126 -0.1 -0.3 0.0
C -8.25179 0.76692 1.02804 0.2 0.0 0.0
C -8.15498 1.57989 -0.09032 0.3 0.2 -0.3
H -5.00878 1.36830 -0.86040 -0.3 -0.1 0.1
H -4.99270 -0.13787 1.13040 0.0 0.0 0.0
H -7.13817 -0.50876 2.35126 0.0 0.1 0.0
H -9.20074 0.63060 1.53122 0.0 0.0 0.0
H -9.02618 2.09251 -0.48509 0.0 0.0 0.1
N -6.84530 0.01386 4.61375 0.4 0.2 0.6
C -6.82160 1.34342 4.79231 -0.1 -0.5 -0.2
C -6.17787 1.96862 5.84772 0.1 -0.1 0.1
C -5.52175 1.17634 6.77808 0.1 0.0 0.1
C -5.53192 -0.20149 6.61862 0.0 0.1 0.0
C -6.20153 -0.72938 5.52679 -0.3 0.1 -0.4
H -7.35130 1.92004 4.04066 0.0 0.0 0.0
H -6.18972 3.04720 5.94013 0.0 -0.1 0.0
H -5.00744 1.62803 7.61898 0.0 0.0 0.0
H -5.03091 -0.85048 7.32560 0.0 0.0 0.0
H -6.23480 -1.80077 5.35709 0.0 0.0 0.1
N 7.63292 -3.70992 -1.59829 0.2 0.5 0.0
C 8.97260 -3.64314 -1.62011 -0.5 -0.2 0.0
C 9.68749 -2.45892 -1.53304 -0.1 0.1 0.0
C 8.97907 -1.27154 -1.42062 0.1 0.0 0.0
C 7.59268 -1.31242 -1.39763 0.1 0.1 0.0
C 6.97288 -2.54769 -1.48705 0.2 -0.5 -0.1
H 9.48127 -4.59695 -1.71256 0.0 0.1 0.0
H 10.76992 -2.46523 -1.55310 -0.1 0.0 0.0
H 9.50182 -0.32404 -1.35138 0.0 0.0 0.0
H 7.00699 -0.40677 -1.31125 0.1 -0.1 0.0
H 5.89049 -2.63081 -1.46939 0.0 0.1 0.0
```
Forces are in eV/Å.

Its total charge is +1. The energy is -72484.288 eV.

Atom charges from the Mulliken analysis, given in e for atoms 1 to 2: -0.5208 1.1270

6.
C5H9NO | wB97M-V/def2-TZVPD

XYZ file:
```
16
Properties=species:S:1:pos:R:3:forces:R:3
H 2.78556 1.49030 0.48347 0.0 -0.1 0.0
N 2.55093 0.49633 0.45996 -0.3 0.1 -0.1
C 1.39373 0.35197 -0.02819 0.3 -0.2 0.0
C 0.81917 -1.03252 -0.23486 0.0 0.0 0.0
C -0.63716 -1.05409 -0.58783 -0.1 0.2 -0.1
C -1.34873 0.06175 -0.69319 0.1 -0.1 0.0
C -0.73470 1.40645 -0.44541 -0.2 0.0 0.0
O 0.68865 1.41996 -0.49706 0.1 0.0 0.0
H 1.40367 -1.51561 -1.02847 0.0 0.1 0.1
H 1.00995 -1.61390 0.67372 0.0 0.1 -0.1
H -1.10510 -2.02679 -0.72688 0.1 0.2 0.0
H -2.41222 0.04400 -0.92304 0.2 0.0 0.0
H -1.04861 1.78881 0.53786 0.0 0.0 -0.1
H -1.05860 2.13744 -1.19232 0.0 -0.1 0.1
H -1.00241 -1.12586 2.40574 0.0 0.0 0.1
H -1.30413 -0.82823 1.79651 0.0 0.0 0.1
```
Forces are in eV/Å.

The energy is -8866.757 eV. Its structure (SMILES) is [H]/N=C1/CC=CCO1.[H][H].

Atom charges from the Mulliken analysis, given in e for atoms 1 to 2: 0.2815 -0.7118

7.
CH5OS | wB97M-V/def2-TZVPD

XYZ file:
```
8
Properties=species:S:1:pos:R:3:forces:R:3
S 0.06228 1.71819 0.59823 0.5 -0.3 -0.1
H -1.21692 1.95224 0.37470 -0.6 0.2 -0.1
C 0.63288 -1.76619 -0.33012 0.8 0.0 -2.2
O -0.70226 -1.59596 -0.78596 -0.3 0.7 -0.3
H 0.57086 -2.12520 0.71557 0.8 0.5 -0.5
H 1.15006 -2.53678 -1.04238 -0.9 0.8 1.5
H 1.17727 -0.79218 -0.58563 -0.4 -1.3 1.4
H -0.85704 -0.62422 -0.76553 0.1 -0.6 0.3
```
Forces are in eV/Å.

Its total charge is -1. The energy is -14001.251 eV.

Atom charges from the Mulliken analysis, given in e for atoms 1 to 2: -0.8566 -0.0705